# 1
# C32H25CrF3N6O7

A molecular structure, C32H25CrF3N6O7 (ωB97M-V with the def2-TZVPD basis set, OMol25).

Last column: Mulliken spin population.
Geometry (Å):
Cr1 0.64 0.44 0.28  3.108
C1 3.67 1.13 1.79  -0.006
C2 3.73 0.00 0.82  0.008
C3 4.91 -0.75 0.73  0.000
C4 4.96 -1.88 -0.04  0.003
C5 3.81 -2.30 -0.70  0.004
C6 2.68 -1.53 -0.58  -0.016
N1 2.64 -0.36 0.12  -0.073
C7 1.38 -1.98 -1.13  0.062
C8 1.20 -3.02 -2.03  -0.006
C9 -0.09 -3.32 -2.44  0.011
C10 -1.17 -2.59 -1.96  -0.004
C11 -0.92 -1.56 -1.08  0.003
N2 0.33 -1.29 -0.68  -0.055
C12 -1.95 -0.69 -0.47  0.007
C13 -3.29 -0.85 -0.70  0.004
C14 -4.19 -0.06 0.00  0.003
C15 -3.70 0.82 0.95  -0.001
C16 -2.33 0.95 1.15  0.018
C17 -1.83 1.81 2.26  0.003
N3 -1.47 0.24 0.40  -0.066
H1 4.67 1.54 1.94  0.000
H2 3.29 0.75 2.74  0.001
H3 3.01 1.91 1.46  0.006
H4 5.77 -0.42 1.30  0.000
H5 5.87 -2.46 -0.11  0.000
H6 3.80 -3.22 -1.25  0.000
H7 2.04 -3.57 -2.41  0.000
H8 -0.25 -4.13 -3.14  0.000
H9 -2.17 -2.84 -2.26  0.000
H10 -3.64 -1.59 -1.40  0.000
H11 -5.25 -0.16 -0.17  0.000
H12 -4.38 1.41 1.55  0.000
H13 -2.52 2.64 2.44  0.000
H14 -0.84 2.21 2.08  0.003
H15 -1.79 1.21 3.17  0.002
F1 1.96 5.51 0.39  0.000
C18 0.93 4.67 0.28  -0.006
F2 0.16 4.81 1.36  0.001
F3 0.20 5.04 -0.79  0.000
C19 1.41 3.22 0.06  -0.006
O1 2.26 3.01 -0.78  0.014
O2 0.78 2.35 0.78  0.007
O3 1.37 -0.08 4.19  0.019
C20 0.68 -0.52 3.30  -0.013
O4 0.81 -0.19 2.05  0.008
C21 -0.41 -1.51 3.60  0.010
C22 -0.86 -1.66 4.91  0.000
C23 -1.87 -2.56 5.21  0.000
C24 -2.44 -3.34 4.21  0.000
C25 -1.97 -3.18 2.92  0.002
C26 -0.97 -2.29 2.59  -0.007
N4 -2.55 -4.00 1.84  0.000
O5 -3.43 -4.78 2.12  0.000
O6 -2.17 -3.78 0.70  0.000
H16 -0.40 -1.07 5.68  0.000
H17 -2.22 -2.67 6.23  0.000
H18 -3.23 -4.05 4.41  0.000
H19 -0.62 -2.21 1.58  0.012
N5 -1.15 3.64 -5.89  0.000
C27 -0.64 2.41 -5.67  0.000
O7 -0.48 1.57 -6.53  0.001
C28 -0.28 2.09 -4.24  0.004
C29 -0.97 2.57 -3.14  -0.004
C30 -0.62 2.13 -1.88  0.023
N6 0.37 1.25 -1.67  -0.104
C31 1.07 0.83 -2.73  0.026
C32 0.78 1.21 -4.02  -0.004
H20 -1.36 3.90 -6.84  0.000
H21 -1.08 4.38 -5.21  0.000
H22 -1.79 3.27 -3.25  0.000
H23 -1.15 2.48 -1.00  0.001
H24 1.92 0.19 -2.52  -0.003
H25 1.35 0.83 -4.85  0.000

Multiplicity = 4
HOMO level (spin up / spin down) = -12.135 / -12.131 eV
Lowest unoccupied orbital energy (spin up / spin down) = -3.803 / -4.040 eV
Charge = +1
DFT total energy = -3433.67767 Ha
HOMO-LUMO gap (spin up / spin down) = 0.3062 / 0.2974 hartree



# 2
# C32H26AlN4O4PS

A molecular structure, C32H26AlN4O4PS in a non-equilibrium geometry (ωB97M-V with the def2-TZVPD basis set, OMol25).

Last column: Löwdin charge in e.
Geometry (Å):
Al1 -0.02 0.89 1.12  -0.055
O1 3.85 -0.06 -0.64  0.013
C1 4.59 0.80 0.12  -0.213
C2 6.02 0.84 -0.05  -0.016
C3 6.85 1.57 0.81  -0.069
C4 6.14 2.33 1.77  -0.102
C5 4.77 2.17 2.07  -0.037
C6 3.97 1.34 1.30  -0.091
C7 2.55 1.12 1.57  -0.336
O2 1.76 0.63 0.60  -0.051
N1 2.11 1.57 2.69  0.120
N2 0.78 1.28 2.83  -0.007
C8 0.14 1.35 4.02  0.023
C9 -1.02 0.61 4.32  -0.129
C10 -1.44 0.39 5.68  -0.030
C11 -2.54 -0.42 5.92  -0.094
C12 -3.17 -1.12 4.85  -0.058
C13 -2.91 -0.77 3.54  -0.010
C14 -1.75 -0.04 3.23  -0.240
O3 -1.25 -0.01 2.00  -0.055
H1 2.87 -0.04 -0.34  0.082
H2 6.39 0.23 -0.86  0.107
H3 7.94 1.52 0.79  0.105
H4 6.68 3.09 2.34  0.097
H5 4.43 2.66 3.00  0.119
H6 0.63 1.93 4.81  0.139
H7 -0.91 0.92 6.48  0.119
H8 -2.88 -0.61 6.94  0.103
H9 -3.93 -1.87 5.05  0.107
H10 -3.56 -1.13 2.77  0.107
N3 -1.48 -2.79 0.22  0.132
C15 -0.41 -2.83 -0.64  -0.307
C16 0.36 -4.02 -0.67  -0.046
C17 1.15 -4.24 -1.77  -0.104
C18 1.29 -3.31 -2.79  -0.097
C19 0.63 -2.07 -2.69  -0.080
C20 -0.21 -1.77 -1.58  -0.303
P1 -0.89 -0.16 -1.20  1.099
C21 -2.67 -0.34 -1.59  -0.378
C22 -3.54 0.28 -0.74  -0.113
C23 -4.87 -0.06 -0.84  -0.088
C24 -5.34 -0.92 -1.81  -0.089
C25 -4.46 -1.62 -2.64  -0.047
C26 -3.09 -1.28 -2.53  -0.064
C27 -0.32 0.87 -2.51  -0.389
C28 -1.21 1.62 -3.32  -0.065
C29 -0.67 2.41 -4.36  -0.059
C30 0.73 2.35 -4.77  -0.031
C31 1.56 1.56 -3.90  -0.065
C32 1.03 0.92 -2.79  -0.130
H11 -1.65 -3.71 0.59  0.096
H12 -2.13 -2.04 0.41  0.080
H13 0.36 -4.77 0.11  0.109
H14 1.68 -5.19 -1.85  0.109
H15 1.96 -3.49 -3.60  0.089
H16 0.55 -1.38 -3.58  0.128
H17 -3.11 0.84 0.14  0.104
H18 -5.61 0.32 -0.09  0.127
H19 -6.40 -1.02 -1.96  0.099
H20 -4.72 -2.38 -3.36  0.100
H21 -2.39 -1.85 -3.11  0.105
H22 -2.30 1.55 -3.20  0.109
H23 -1.28 3.02 -5.05  0.099
H24 1.13 2.84 -5.61  0.078
H25 2.64 1.54 -3.96  0.104
H26 1.76 0.38 -2.14  0.107
O4 -2.96 3.67 0.15  -0.538
S1 -1.46 3.58 0.05  0.830
N4 -0.76 2.32 0.27  -0.355

Multiplicity = 1
HOMO level = -7.865 eV
Lowest unoccupied orbital energy = -0.827 eV
DFT total energy = -2737.07362 Ha
HOMO-LUMO gap = 0.2586 hartree



# 3
# C32H26ClCrN7O6S

A molecular structure, C32H26ClCrN7O6S in a non-equilibrium geometry (ωB97M-V with the def2-TZVPD basis set, OMol25).

Last column: Mulliken spin population.
Geometry (Å):
Cr1 -0.25 -0.19 -0.56  2.682
S1 -5.44 -0.19 4.63  0.063
N1 -3.79 -0.19 4.78  0.030
C1 -3.29 -0.19 3.53  -0.026
C2 -1.91 -0.19 3.17  0.100
C3 -0.87 -0.19 4.12  -0.004
C4 0.44 -0.19 3.69  0.182
C5 0.67 -0.19 2.33  -0.110
N2 -0.31 -0.19 1.40  0.133
C6 -1.60 -0.19 1.78  0.153
C7 -2.59 -0.19 0.78  0.120
N3 -2.21 -0.19 -0.51  0.005
C8 -3.15 -0.19 -1.49  -0.036
C9 -4.51 -0.19 -1.26  0.151
C10 -4.94 -0.19 0.06  -0.007
C11 -3.98 -0.19 1.09  0.110
C12 -4.35 -0.19 2.47  -0.019
N4 -5.60 -0.19 2.98  0.024
H1 -1.10 -0.19 5.19  -0.006
H2 1.27 -0.19 4.40  0.012
H3 1.68 -0.19 1.93  0.014
H4 -2.75 -0.19 -2.50  0.009
H5 -5.21 -0.19 -2.08  0.013
H6 -6.00 -0.19 0.28  -0.006
O1 -0.25 -7.16 -0.68  0.002
C13 -0.25 -6.33 -1.65  0.001
O2 -0.25 -6.65 -2.88  0.001
C14 -0.25 -4.86 -1.30  0.009
C15 -0.25 -4.46 0.04  -0.005
C16 -0.25 -3.11 0.35  0.036
N5 -0.25 -2.13 -0.57  -0.097
C17 -0.25 -2.50 -1.88  0.037
C18 -0.25 -3.85 -2.27  -0.005
C19 -0.25 -1.37 -2.91  -0.020
O3 -0.25 -1.66 -4.15  0.011
O4 -0.25 -0.19 -2.43  -0.015
H7 -0.25 -5.21 0.83  0.000
H8 -0.25 -2.78 1.38  -0.009
H9 -0.25 -4.11 -3.33  0.000
C20 -1.01 2.36 0.59  0.042
C21 -1.01 3.91 0.59  -0.002
N6 -0.25 4.48 -0.56  -0.001
C22 -0.88 3.91 -1.79  -0.003
C23 -0.87 2.36 -1.79  0.006
N7 -0.25 1.80 -0.56  -0.087
C24 1.12 2.36 -0.49  0.010
C25 1.12 3.92 -0.49  -0.015
H10 -2.04 1.99 0.57  -0.024
H11 -0.57 1.99 1.53  -0.004
H12 -0.57 4.29 1.53  0.000
H13 -2.04 4.29 0.56  0.000
H14 -0.34 4.29 -2.68  0.001
H15 -1.90 4.29 -1.88  -0.001
H16 -0.34 1.99 -2.68  -0.003
H17 -1.90 1.99 -1.88  0.001
H18 1.72 1.99 -1.33  0.024
H19 1.62 1.99 0.42  -0.045
H20 1.72 4.29 -1.33  0.000
H21 1.62 4.29 0.42  0.001
Cl1 8.23 1.07 -0.48  0.000
C26 6.61 0.47 -0.52  -0.001
C27 5.54 1.36 -0.46  0.001
C28 4.23 0.87 -0.49  0.002
C29 3.98 -0.51 -0.59  -0.006
C30 5.08 -1.39 -0.64  -0.002
C31 6.39 -0.90 -0.61  0.000
C32 2.56 -1.04 -0.62  0.000
O5 2.42 -2.31 -0.70  -0.001
O6 1.62 -0.19 -0.56  0.000
H22 5.71 2.43 -0.39  0.000
H23 3.39 1.56 -0.45  -0.007
H24 4.90 -2.46 -0.71  0.000
H25 7.22 -1.60 -0.66  0.000
H26 0.73 0.79 0.41  -0.420

Multiplicity = 4
HOMO level (spin up / spin down) = -3.776 / -4.822 eV
Lowest unoccupied orbital energy (spin up / spin down) = 0.991 / 1.103 eV
Charge = -1
DFT total energy = -3972.67536 Ha
HOMO-LUMO gap (spin up / spin down) = 0.1752 / 0.2177 hartree



What is the formula in the second record?
C32H26AlN4O4PS



Which of these has the lowest DFT total energy?
C32H26ClCrN7O6S



Which formula does entry 1 have?
C32H25CrF3N6O7